The following is a DFT calculation (wB97M-V/def2-TZVPD) of a cluster of 2 separate species, C7H10 in total.

Structure (XYZ):
```
17
Properties=species:S:1:pos:R:3:forces:R:3
C 1.58093 -0.34977 1.19135 0.01 -0.19 0.13
C 1.22439 0.83905 0.28514 -0.11 0.53 -0.02
C 1.29828 -0.63688 -0.22546 -0.02 -0.17 -0.04
C 0.00224 -1.25120 -0.59535 -0.16 0.08 0.11
C -1.15237 -0.73368 -0.17539 0.20 -0.08 -0.07
C -1.20157 0.57050 0.58180 0.02 0.10 -0.03
C -0.03516 1.50216 0.48735 0.13 -0.48 -0.07
H 2.60918 -0.36146 1.53988 -0.16 0.02 -0.08
H 0.84351 -0.65003 1.93033 0.09 0.06 -0.14
H 2.08326 1.46140 0.03944 -0.16 -0.13 0.05
H 2.15176 -0.86067 -0.86099 -0.14 0.09 0.09
H 0.02581 -2.14184 -1.21900 -0.01 0.13 0.10
H -2.09825 -1.19510 -0.45283 0.15 0.05 0.06
H -1.95205 0.78184 -2.28569 0.01 0.08 -0.03
H -2.13350 1.10701 0.36590 0.15 -0.08 0.05
H -1.25349 0.39407 1.67422 0.01 0.02 -0.07
H -1.99297 1.52459 -2.28069 -0.01 -0.03 -0.02
```
Forces are in eV/Å.

As for the charge: 0. As for the HOMO-LUMO gap: 8.34 eV.